Here is a molecular structure, C31H36ClFN2O5S2Tl from the Open Molecules 2025 dataset. Energies are from ωB97M-V/def2-TZVPD.

Values from the calculation:
HOMO energy, eV: -5.44
Total energy, Eh: -3217.54581
Kohn-Sham gap, eV: 7.47

```
! wB97M-V def2-TZVPD RIJCOSX def2/J DEFGRID3
* xyz -1 1
Tl 13.3604 5.3855 12.3972
C 11.2014 9.8334 13.0412
C 12.2029 8.7415 13.4778
C 11.9833 8.3965 14.9371
C 13.7238 8.9796 13.2655
C 14.4052 9.8955 14.0759
C 15.7747 10.1255 13.9256
C 16.4687 9.4595 12.8787
C 15.7970 8.5735 12.0440
C 16.6940 7.7924 11.1016
C 16.2259 7.3630 9.7193
C 17.2160 6.6368 11.9032
C 14.4644 8.2899 12.2799
N 13.8298 7.2475 11.4611
C 13.2300 7.8250 10.3552
C 13.2166 9.2172 10.0768
C 12.7087 9.7393 8.8840
C 12.1927 8.8775 7.9378
C 12.1276 7.5129 8.2534
C 12.6519 7.0241 9.4243
F 12.6290 5.7034 9.6534
H 10.1946 9.4151 13.1009
H 11.5129 10.1372 12.0443
H 11.1089 10.6679 13.7288
H 11.9214 7.8866 12.8935
H 11.9615 9.2471 15.6152
H 12.6821 7.6026 15.2841
H 11.0089 7.9867 15.1466
H 13.7799 10.4270 14.7773
H 16.2788 10.7877 14.6677
H 17.5505 9.6373 12.8187
H 17.5275 8.4547 10.8484
H 15.5306 6.5430 9.6028
H 17.1245 7.0335 9.1311
H 15.7547 8.2910 9.2847
H 16.3714 5.9988 12.2293
H 17.7721 6.9529 12.7433
H 17.8740 6.0330 11.2889
H 13.7109 9.9164 10.7512
H 12.7635 10.8065 8.6886
H 11.7783 9.2234 6.9851
H 11.6507 6.8106 7.5320
O 17.1090 4.6518 8.2778
S 16.1435 3.5586 8.4486
O 15.3604 3.2514 7.2921
N 15.1619 3.9353 9.7373
C 15.4803 3.2313 10.7746
S 14.9623 3.4063 12.3601
C 16.4342 2.0860 10.5369
C 16.8458 1.0854 11.3720
C 17.8085 0.1787 10.8930
C 18.3399 0.2956 9.6312
C 17.8734 1.2715 8.7640
C 16.9070 2.1603 9.2223
H 16.4435 0.9755 12.3521
H 18.1025 -0.6266 11.5111
H 19.1229 -0.3731 9.2897
H 18.2684 1.3392 7.7618
C 12.7523 5.3996 16.8358
C 13.4403 4.9003 15.5520
C 13.0290 3.4623 15.3298
C 14.9867 5.1369 15.7085
O 13.0065 5.7419 14.4243
H 13.0091 4.7600 17.6689
H 11.6092 5.4718 16.7567
H 13.0409 6.3838 17.1539
H 13.3384 2.8796 16.1862
H 13.5992 3.1306 14.4771
H 11.9444 3.3828 15.1667
H 15.4602 4.7707 16.6772
H 15.2115 6.1878 15.6357
H 15.5172 4.7207 14.8815
Cl 12.7086 1.1490 9.6733
C 11.9922 2.7834 9.9865
C 11.2832 2.8879 11.3692
O 10.4034 2.1305 11.7530
O 11.7384 3.8770 12.0913
H 11.3578 3.0403 9.1476
H 12.8031 3.4847 10.0103
*
```

---

Here is 15 unconnected molecules or ions with the total composition C6H43NO14 from the Open Molecules 2025 dataset. Energies are from ωB97M-V/def2-TZVPD.

Values from the calculation:
HOMO energy, eV: -9.31
Energy relative to the best compared isomer or geometry (same formula, charge and spin), eV: 3.5377
Total energy, Eh: -1362.45290
Kohn-Sham gap, eV: 9.13

```
! wB97M-V def2-TZVPD RIJCOSX def2/J DEFGRID3
* xyz 0 1
C -2.2666 0.3037 0.3928
C -0.9534 -0.4755 0.0132
N -1.0792 -1.8568 -0.4159
C -1.8166 -2.0633 -1.6657
C -2.2749 -2.5739 1.6998
C -1.2164 -2.9033 0.6374
C -1.3555 -4.3403 0.1021
H -2.5036 0.1145 1.4312
H -2.0352 1.3573 0.2554
H -3.0175 0.0807 -0.3648
H -0.6125 0.0040 -0.9124
H -0.1976 -0.4238 0.7919
H -1.3024 -2.8355 -2.2331
H -2.8832 -2.2996 -1.5796
H -1.7628 -1.1568 -2.2728
H -2.0362 -1.6935 2.2885
H -3.1609 -2.2765 1.1189
H -2.5716 -3.4378 2.2883
H -0.2034 -2.7936 1.0649
H -0.5757 -5.0309 0.4233
H -2.2893 -4.7578 0.4705
H -1.2918 -4.3047 -0.9808
H 1.1328 4.7561 -1.7556
H 1.8072 3.6073 -2.6745
O 1.0768 4.2450 -2.5745
H 1.3978 1.4701 -2.4091
H 2.5416 1.5637 -1.2994
O 2.2784 1.8041 -2.2054
H 0.1803 3.8825 2.0367
H -0.7722 3.5968 0.8599
O -0.4506 3.2322 1.7048
H -0.2128 3.2845 -1.6456
H -1.6299 2.9453 -1.6186
O -0.8508 2.8484 -1.0403
H -2.9032 1.9244 -3.4325
H -3.7107 2.4121 -2.1287
O -3.3345 2.6491 -2.9835
H 3.6521 3.1326 0.8722
H 3.0453 2.9076 2.2046
O 3.9136 3.0527 1.7868
H -3.8605 1.9332 2.1127
H -4.2384 2.1659 0.6799
O -4.4436 2.4716 1.5601
H 0.8995 -2.3608 2.6842
H 2.3756 -2.1180 2.4538
O 1.6927 -2.0219 3.1364
H 1.8117 -2.2899 -3.2116
H 2.2170 -1.1684 -4.1584
O 1.9785 -2.0865 -4.1483
H 2.1099 -0.9455 -1.3990
H 0.7201 -1.7082 -0.9408
O 1.6588 -1.7876 -1.2261
H 3.4289 -3.0847 1.2823
H 2.4911 -1.9827 0.6206
O 3.2008 -2.1511 1.2498
H 2.7984 0.4682 0.4642
H 3.5526 -0.6192 -0.2865
O 3.5034 0.3374 -0.1723
H 0.6302 1.2883 0.2402
H 1.5336 1.5512 1.4519
O 1.5607 1.3506 0.5090
H 1.8384 0.2797 3.2206
H 1.5377 1.4973 4.2096
O 1.2480 1.0297 3.4175
*
```

---

Here is 2 unconnected molecules or ions with the total composition C4H11N3 from the Open Molecules 2025 dataset. Energies are from ωB97M-V/def2-TZVPD.

Values from the calculation:
HOMO energy, eV: -7.35
Energy relative to the best compared isomer or geometry (same formula, charge and spin), eV: 4.9250
Total energy, Eh: -323.12555
Kohn-Sham gap, eV: 8.28
SMILES: N=C(N)N.C1CC1

```
! wB97M-V def2-TZVPD RIJCOSX def2/J DEFGRID3
* xyz 0 1
C -1.2385 1.0431 0.8015
C 0.0225 1.3795 -0.5090
C -0.2730 2.1906 0.7573
C 0.4162 -1.7667 -0.4317
N 1.0650 -1.4743 0.7248
N -0.0704 -0.6619 -1.1598
N 0.4211 -2.8956 -1.0255
H 1.0183 -0.5360 1.0938
H 1.6445 -2.2110 1.1016
H 0.7609 -3.6328 -0.4103
H -1.0764 -0.6505 -0.9638
H 0.0631 -0.8155 -2.1606
H -1.0816 0.3160 1.5916
H -2.2721 1.2716 0.5573
H -0.3355 1.8451 -1.4250
H 1.0970 1.2367 -0.5955
H 0.5301 2.1849 1.4919
H -0.6911 3.1768 0.5613
*
```